{
  "formula": "C6H17ClN3",
  "method": "ωB97M-V/def2-TZVPD",
  "symbols": ["C", "N", "C", "C", "Cl", "H", "H", "H", "H", "H", "H", "H", "C", "N", "N", "C", "C", "H", "H", "H", "H", "H", "H", "H", "H", "H", "H"],
  "positions_angstrom": [[2.1224, -0.4650, -1.7499], [2.0417, -0.3720, -0.3110], [3.1888, 0.1884, 0.3816], [1.0803, -1.1345, 0.3164], [1.3756, -1.5825, 1.9816], [2.9049, 0.2167, -2.1016], [2.3702, -1.4894, -2.0739], [1.1632, -0.1855, -2.2066], [3.7655, 0.7526, -0.3596], [2.8680, 0.8685, 1.1802], [3.8352, -0.5907, 0.8129], [0.8330, -2.0379, -0.2618], [-0.6955, 1.0073, 1.7328], [-1.0096, -0.0489, 0.7779], [-1.8523, 0.3784, -0.2267], [-2.1518, -0.6878, -1.1723], [-3.0584, 1.0484, 0.2382], [-0.4293, 0.5175, 2.6737], [0.1496, 1.6313, 1.4051], [-1.5660, 1.6429, 1.9019], [-0.0815, -0.4760, 0.3210], [-2.8342, -0.2706, -1.9193], [-1.2397, -1.0394, -1.6671], [-2.6437, -1.5501, -0.6880], [-3.7013, 1.1912, -0.6360], [-3.6118, 0.4588, 0.9893], [-2.8234, 2.0282, 0.6612]],
  "atomic_forces_ev_per_a": [[-0.155, -0.170, -0.910], [-1.001, -1.251, 1.224], [0.266, 0.616, 0.322], [4.494, -0.428, -0.796], [-0.476, 0.484, -0.782], [-0.384, -0.224, -0.002], [0.000, 0.295, 0.110], [0.255, -0.002, 0.054], [-0.144, -0.081, 0.390], [0.161, -0.203, -0.161], [-0.283, 0.095, -0.118], [-0.848, 0.574, 0.057], [0.638, -0.146, 0.425], [-2.169, -0.317, 0.777], [0.560, -0.165, -0.673], [-0.323, -0.224, 0.191], [-0.373, 0.645, 0.095], [-0.033, 0.250, -0.170], [-0.245, 0.025, -0.059], [0.402, -0.217, 0.026], [-0.857, 0.444, 0.205], [0.303, -0.215, 0.040], [-0.068, 0.131, 0.053], [0.159, 0.192, -0.074], [0.182, 0.055, 0.268], [0.224, 0.004, -0.189], [-0.286, -0.164, -0.302]],
  "homo_lumo_gap_ha": 0.2188,
  "energy_ha": -862.86292,
  "de_lowest_kj_mol": 128.2,
  "e_lumo_ha": -0.2068,
  "charge": 1,
  "multiplicity": 1
}

=====

{
  "formula": "C6H17ErNO3P",
  "method": "ωB97M-V/def2-TZVPD",
  "symbols": ["C", "C", "N", "C", "O", "P", "O", "C", "C", "C", "O", "H", "H", "H", "H", "H", "H", "H", "H", "H", "H", "H", "H", "H", "H", "H", "H", "H", "Er"],
  "positions_angstrom": [[-0.3482, 2.1872, -2.3964], [-1.3964, 1.9409, -1.2014], [-1.2929, 0.6372, -0.5720], [0.0999, 0.1570, -0.4820], [0.1598, -0.7770, -1.5583], [0.2882, -2.4675, -1.0561], [0.0596, -2.0941, 0.6142], [0.4205, -0.7414, 0.7837], [-0.0701, -0.2292, 2.1769], [1.1017, -0.0704, 3.2009], [1.6380, -1.3520, 3.4782], [0.6134, 2.5058, -1.9554], [-0.2034, 1.3043, -3.0944], [-0.7114, 3.1163, -2.9895], [-2.4682, 1.9709, -1.6708], [-1.3900, 2.7994, -0.4907], [-1.6719, 0.7618, 0.3693], [0.9296, 0.8892, -0.4469], [0.6329, -3.8443, -0.7522], [-1.1427, -2.7413, -1.1109], [0.2701, -2.8499, -2.4668], [1.7387, -2.2467, -1.0768], [1.5338, -0.7519, 0.9111], [-0.7628, -0.9846, 2.6014], [-0.5933, 0.7506, 2.1468], [1.8497, 0.6099, 2.7437], [0.7064, 0.3551, 4.1455], [2.5617, -1.2611, 3.7114], [-2.5529, 2.4259, -3.5626]],
  "atomic_forces_ev_per_a": [[-0.833, 0.542, 0.405], [0.059, -0.115, -0.697], [0.387, 1.837, 0.791], [-0.259, -3.333, -0.052], [0.634, 1.195, 0.626], [0.702, -1.324, -0.491], [-0.303, 1.578, -1.687], [0.658, 0.294, 2.299], [0.067, -0.196, 0.450], [-0.625, 0.042, -0.322], [-0.233, 0.215, -0.573], [-0.418, -0.276, -0.538], [-0.016, 0.656, 0.812], [1.618, -0.579, 0.911], [0.578, -0.203, 1.773], [0.083, -0.313, -0.630], [-0.003, -0.338, -0.127], [-0.689, 0.124, -0.602], [-0.464, 0.187, 0.705], [-0.146, -0.388, 0.024], [0.142, 0.925, 0.026], [0.055, -0.359, -0.164], [-0.455, 0.257, -0.688], [0.231, 0.454, -0.356], [0.191, -0.428, -0.112], [-0.179, -0.226, 0.420], [0.183, 0.100, -0.581], [0.228, -0.048, 0.181], [-1.193, -0.279, -1.802]],
  "homo_lumo_gap_ha": [0.1741, 0.1779],
  "energy_ha": -1874.74332,
  "e_lumo_ha": [-0.3659, -0.3627],
  "charge": 2,
  "multiplicity": 4
}

=====

{
  "formula": "C6H17N2",
  "method": "ωB97M-V/def2-TZVPD",
  "symbols": ["C", "N", "C", "C", "C", "C", "C", "N", "H", "H", "H", "H", "H", "H", "H", "H", "H", "H", "H", "H", "H", "H", "H", "H", "H"],
  "positions_angstrom": [[1.1076, 0.0281, -1.4724], [0.5259, 0.1888, -0.1786], [-0.2483, -0.9356, 0.2515], [-0.5462, -0.8445, 1.7707], [-1.1579, 0.4989, 2.0223], [-1.3743, -2.0313, 2.2462], [0.1530, 0.5702, -2.5939], [-0.1096, 2.0105, -2.2829], [1.4714, -1.0002, -1.8750], [2.0289, 0.5961, -1.5319], [-0.3644, 2.2079, -1.3369], [-1.1344, -1.0527, -0.2698], [0.3001, -1.9751, 0.0889], [0.4735, -0.9280, 2.2096], [-2.1645, 0.6416, 1.5931], [-0.4424, 1.2502, 1.6811], [-1.2709, 0.6823, 3.0431], [-2.4074, -2.0641, 1.6923], [-0.9094, -2.9959, 1.9423], [-1.5571, -2.0756, 3.2571], [0.7071, 0.5420, -3.5212], [-0.7548, -0.0136, -2.5060], [4.0467, 2.4607, -0.7461], [-0.6722, 2.3734, -2.9446], [4.2996, 1.8655, -0.5388]],
  "atomic_forces_ev_per_a": [[1.899, -1.808, 0.584], [-0.403, -2.196, -2.646], [3.904, -1.265, 2.650], [0.471, -0.355, -0.307], [0.094, 0.485, -0.738], [-1.224, -0.963, -4.202], [-0.625, 3.174, 1.538], [2.756, -3.548, 1.496], [-1.416, 0.971, 1.223], [-0.111, 0.883, 0.146], [-0.371, 0.089, 0.382], [-2.257, 0.090, -1.794], [-0.708, 1.901, -0.426], [-0.669, 0.294, 0.156], [0.480, -0.174, -0.210], [-0.456, 0.254, -0.126], [-0.195, 0.187, 1.833], [1.675, 0.285, 1.050], [-0.074, 0.535, 0.298], [-0.269, 0.214, 2.332], [-0.237, -0.446, -0.300], [-0.021, -0.563, -0.365], [-1.078, 2.486, -0.874], [-2.228, 1.968, -2.570], [1.064, -2.496, 0.871]],
  "homo_lumo_gap_ha": 0.2198,
  "energy_ha": -347.85380,
  "de_lowest_kj_mol": 622.4,
  "e_lumo_ha": -0.3018,
  "charge": 1,
  "multiplicity": 1
}

=====

{
  "formula": "C6H17N2",
  "method": "ωB97M-V/def2-TZVPD",
  "symbols": ["C", "N", "C", "C", "C", "N", "C", "C", "H", "H", "H", "H", "H", "H", "H", "H", "H", "H", "H", "H", "H", "H", "H", "H", "H"],
  "positions_angstrom": [[0.8929, 0.7810, -0.2550], [0.7571, 0.2006, -1.5169], [-0.1199, -2.5047, -2.6056], [-0.2028, -2.8228, -1.1147], [-0.3639, 1.3146, 0.5663], [-0.0497, 0.7491, 2.2094], [0.7259, 1.6751, 3.0238], [-1.6597, 0.8389, -0.1013], [1.7663, 1.4910, -0.1761], [1.1062, -0.1618, 0.2908], [1.1066, 0.8194, -2.2712], [-0.5029, -3.3602, -3.1868], [-0.5429, -1.4917, -2.7903], [-1.2665, -3.0245, -0.8873], [0.4578, -3.6274, -0.7976], [0.1506, -1.9562, -0.5243], [-0.3140, 2.4271, 0.6062], [0.9178, -2.3152, -2.8815], [-0.8646, 1.2418, 1.8019], [0.8299, 1.2664, 4.0330], [1.7796, 1.6452, 2.5995], [0.4398, 2.7595, 3.0575], [-1.4082, -0.1847, -0.3369], [-2.4479, 0.9948, 0.6510], [-1.7995, 1.4361, -1.0024]],
  "atomic_forces_ev_per_a": [[3.897, -2.309, -2.285], [-0.546, 2.122, 1.329], [0.649, 0.446, 0.331], [-0.352, 0.646, 0.092], [1.219, 1.259, 0.415], [-1.208, 0.778, -2.988], [1.804, 0.862, -1.196], [1.223, -0.076, 1.316], [-1.197, -0.105, -0.162], [-0.271, 0.299, 0.412], [0.115, -0.029, 0.120], [-0.059, 0.845, -0.064], [-0.582, -1.071, -0.268], [0.673, -0.089, 0.375], [-0.318, -0.328, -0.182], [-0.421, -0.313, -0.111], [0.375, -0.610, -0.221], [0.263, -0.412, -0.169], [-2.531, -0.045, 3.632], [-0.382, -0.025, -0.208], [-0.778, 0.150, 0.551], [-0.131, -1.044, -0.068], [-1.082, -0.518, -0.117], [-0.154, -0.382, -0.662], [-0.208, -0.050, 0.127]],
  "homo_lumo_gap_ha": 0.2082,
  "energy_ha": -347.73932,
  "de_lowest_kj_mol": 922.9,
  "e_lumo_ha": -0.3214,
  "charge": 1,
  "multiplicity": 1
}

=====

{
  "formula": "C6H17N2",
  "method": "ωB97M-V/def2-TZVPD",
  "symbols": ["C", "C", "C", "C", "C", "C", "N", "N", "H", "H", "H", "H", "H", "H", "H", "H", "H", "H", "H", "H", "H", "H", "H", "H", "H"],
  "positions_angstrom": [[2.1359, -0.5267, -1.8495], [1.1710, -1.2877, -0.9150], [1.2690, -0.7612, 0.5285], [0.4892, 0.5747, 0.6535], [-1.0175, 0.4577, 0.4984], [-1.6842, 1.6881, 1.1431], [-3.1986, 1.5853, 0.9726], [1.6240, -2.6895, -0.8384], [1.8792, 0.5284, -1.8063], [3.1292, -0.5153, -1.3888], [2.1111, -0.9017, -2.8674], [0.2096, -1.2912, -1.4258], [0.9255, -1.4736, 1.2727], [2.3009, -0.5973, 0.8595], [0.8003, 1.3856, -0.0344], [0.8352, 1.2033, 1.4897], [-1.4888, 0.3413, -0.4932], [-1.3618, -0.5001, 0.9216], [-1.4854, 1.6731, 2.2121], [-1.3712, 2.6110, 0.6669], [-3.4286, 0.9762, 0.1920], [-3.6437, 2.4828, 0.7463], [-3.7265, 1.3102, 1.8032], [0.9443, -3.3393, -1.2294], [2.5819, -2.9344, -1.1119]],
  "atomic_forces_ev_per_a": [[0.449, 0.142, 0.993], [1.627, -0.832, -0.259], [-0.455, 1.599, 0.755], [0.692, 1.215, -1.056], [-1.228, -0.318, 0.594], [-0.325, -1.202, 0.222], [-0.397, 0.940, -0.064], [-0.687, 0.950, -2.287], [-0.443, 0.063, -0.298], [0.145, -0.395, -0.439], [0.143, 0.053, -0.022], [-0.470, -0.128, 0.826], [-0.583, -0.155, -0.126], [0.070, 0.018, -0.660], [0.239, -0.941, -0.785], [-0.614, -1.107, 0.869], [1.104, 0.422, -0.403], [0.001, 0.440, 0.742], [-0.012, 0.418, -0.028], [0.073, 0.074, 0.100], [-0.182, -0.314, -0.002], [0.367, 0.131, -0.130], [0.333, -0.554, 0.116], [-0.042, -0.608, 0.566], [0.194, 0.087, 0.776]],
  "homo_lumo_gap_ha": [0.4569, 0.2780],
  "energy_ha": -347.62732,
  "de_lowest_kj_mol": 0.0,
  "e_lumo_ha": [-0.2272, -0.4085],
  "charge": 2,
  "multiplicity": 2
}

=====

{
  "formula": "C6H17N2",
  "method": "ωB97M-V/def2-TZVPD",
  "symbols": ["N", "C", "C", "N", "C", "C", "C", "C", "H", "H", "H", "H", "H", "H", "H", "H", "H", "H", "H", "H", "H", "H", "H", "H", "H"],
  "positions_angstrom": [[2.5604, 1.3702, -0.1512], [1.4674, 2.0220, 0.6574], [0.0855, 1.9208, -0.1211], [0.0113, 0.5762, -0.6991], [-0.2156, -2.9054, 0.4221], [-0.6133, -1.8210, -0.5638], [-0.8216, -0.3917, -0.0767], [-2.3198, 0.0107, 0.0977], [2.7597, 1.8191, -1.0637], [3.4671, 1.2592, 0.3020], [2.2386, 0.4221, -0.4078], [1.3619, 1.3634, 1.5482], [1.6619, 3.0726, 0.8918], [-0.7487, 2.0459, 0.5911], [-0.1817, 2.7977, -0.6819], [-0.2945, 0.6903, -1.6731], [-0.7770, -2.8671, 1.3554], [0.8665, -2.8535, 0.5990], [-0.3054, -3.9382, 0.0242], [0.0253, -2.0743, -1.4593], [-1.5632, -2.1664, -1.0337], [-0.4710, -0.6331, 1.0078], [-2.9472, -0.7677, -0.3698], [-2.6078, 0.9642, -0.3379], [-2.6388, 0.0839, 1.1424]],
  "atomic_forces_ev_per_a": [[-0.195, -0.151, -1.316], [-1.462, -0.632, 0.225], [0.838, -0.051, 2.401], [-3.576, 1.898, -0.805], [0.856, -0.458, 0.664], [-1.361, -2.251, -3.594], [2.563, -2.903, 2.663], [-1.717, 0.438, 0.145], [-0.115, 0.187, 0.452], [0.077, 0.199, 0.517], [0.373, 0.214, 0.217], [0.293, 0.857, -0.332], [0.357, -0.412, 0.078], [0.585, -0.644, 0.568], [0.749, -0.087, -1.729], [1.040, -0.757, -0.525], [0.114, -0.016, 0.100], [-0.182, 0.247, 0.492], [-0.458, 0.812, -0.132], [-0.009, 1.437, 0.683], [0.221, 0.347, 0.545], [-0.349, 1.507, -0.961], [0.526, 0.274, 0.034], [0.311, 0.111, -0.325], [0.523, -0.167, -0.063]],
  "homo_lumo_gap_ha": [0.4164, 0.2135],
  "energy_ha": -347.55308,
  "de_lowest_kj_mol": 194.9,
  "e_lumo_ha": [-0.2658, -0.4671],
  "charge": 2,
  "multiplicity": 2
}

=====

{
  "formula": "C6H17N2O3",
  "method": "ωB97M-V/def2-TZVPD",
  "symbols": ["C", "C", "C", "C", "C", "N", "C", "N", "H", "H", "H", "H", "H", "H", "H", "H", "H", "H", "H", "H", "H", "O", "H", "H", "O", "H", "H", "O"],
  "positions_angstrom": [[0.0488, 2.2194, 0.0368], [1.2507, 2.0803, -0.8740], [2.2969, 1.1335, -0.2467], [1.6764, -0.2324, -0.2211], [0.8215, -0.8640, -1.0678], [0.5679, -2.1103, -0.5407], [1.0736, -2.1970, 0.6740], [1.7501, -1.0574, 0.8852], [-0.6883, 2.9896, -0.1865], [0.2381, 2.4127, 1.1015], [-0.4634, 1.2572, 0.1402], [1.6874, 3.0721, -0.9455], [1.0371, 1.7240, -1.8800], [2.5879, 1.4215, 0.7597], [3.1564, 1.1167, -0.9148], [0.4594, -0.6322, -2.0504], [0.1514, -2.8516, -1.0840], [0.8003, -2.8355, 1.4886], [2.3325, -0.9807, 1.7046], [-1.8099, -1.0019, 1.8729], [-1.7515, -2.4129, 1.2397], [-1.8110, -1.9481, 2.0793], [-2.9686, 1.5981, 1.6892], [-2.6623, 1.8889, 0.2385], [-3.0250, 1.2028, 0.8111], [-2.8052, -1.7809, -0.9932], [-1.9648, -1.3060, -2.2351], [-1.9866, -1.9060, -1.4815]],
  "atomic_forces_ev_per_a": [[-1.063, -0.870, 0.942], [0.560, 0.869, 1.175], [-0.750, -0.389, -0.998], [-0.158, 0.361, 0.747], [0.965, -0.617, -0.520], [-0.110, -0.047, 0.056], [0.226, 1.016, 0.098], [-0.041, -0.975, -0.082], [0.124, -0.026, -0.674], [0.894, 0.253, -0.248], [-0.311, 0.098, -0.434], [0.303, 0.040, -0.368], [-0.316, 0.140, -0.003], [0.068, 0.159, -0.008], [0.281, -0.030, 0.248], [0.134, 0.222, -0.031], [-0.615, 0.043, 0.376], [0.223, -0.790, -0.162], [-0.029, 0.576, 0.054], [-0.199, -0.230, -0.157], [-0.218, 0.171, -0.084], [0.373, 0.135, 0.090], [-0.202, -0.065, 0.016], [-0.118, -0.098, -0.048], [0.277, 0.043, 0.111], [-0.205, 0.264, -0.291], [-0.539, -0.018, 0.185], [0.444, -0.235, 0.012]],
  "homo_lumo_gap_ha": 0.3983,
  "energy_ha": -573.81947,
  "de_lowest_kj_mol": 1.8,
  "e_lumo_ha": -0.1078,
  "charge": 1,
  "multiplicity": 1
}

=====

{
  "formula": "C6H17N6O",
  "method": "ωB97M-V/def2-TZVPD",
  "symbols": ["C", "C", "C", "C", "C", "C", "N", "N", "N", "N", "N", "N", "O", "H", "H", "H", "H", "H", "H", "H", "H", "H", "H", "H", "H", "H", "H", "H", "H", "H"],
  "positions_angstrom": [[2.3922, 0.3035, -0.8046], [2.6863, -1.1407, -0.2617], [0.6188, -1.5391, 0.4770], [0.3302, -0.0570, 0.4767], [-2.8721, -1.3628, -0.3278], [-1.0423, 0.2482, -0.9142], [0.3593, 2.0140, -1.2709], [-0.8835, 1.5733, -1.0351], [1.3815, 0.8160, 0.1391], [1.7516, 1.6233, 1.1629], [-2.2214, -0.0550, -0.2697], [-2.5871, 0.6789, 0.8554], [1.6135, -1.9569, -0.3877], [3.2910, 0.9528, -0.7530], [1.8273, 0.2796, -1.7349], [3.4060, -1.6665, -0.7569], [3.0462, -1.1721, 0.7484], [0.9108, -1.6824, 1.4911], [-0.2184, -2.2925, 0.3343], [-0.1858, 0.2970, 1.3717], [-2.3979, -2.2639, -0.6393], [-3.3197, -1.5157, 0.6520], [-3.7666, -1.4437, -1.0099], [-0.8340, -0.4650, -1.6421], [0.4009, 2.9670, -1.0552], [2.5348, 2.2380, 0.9905], [1.4639, 1.4257, 2.1345], [-1.5546, 2.0243, -0.3710], [-3.5649, 1.0882, 0.7394], [-2.5660, 0.0835, 1.6611]],
  "atomic_forces_ev_per_a": [[0.220, -1.317, 1.739], [0.567, 1.781, -0.271], [-1.482, -1.323, 0.021], [-0.301, 0.996, -2.158], [-2.471, 0.175, -0.589], [-0.262, -0.643, 3.292], [-1.767, -2.682, -0.749], [1.823, 2.136, -0.030], [-1.949, -0.930, 0.235], [0.543, 1.316, 1.654], [-1.651, -1.792, -0.293], [-1.205, 1.745, -0.721], [-1.921, -0.475, -0.350], [-0.723, -0.355, -0.439], [0.816, -0.012, -0.323], [2.419, -0.670, -1.937], [0.095, 0.716, 1.048], [0.688, -0.609, 1.211], [0.419, 1.548, -0.003], [0.053, -0.101, -0.276], [1.633, -0.292, 0.024], [0.237, -0.361, 0.096], [0.584, 0.913, 0.393], [0.905, -0.742, -1.483], [-0.035, 1.996, 0.686], [-0.245, -0.148, 0.103], [0.531, -0.118, -1.261], [0.919, 0.297, -0.471], [1.713, -0.878, 0.262], [-0.153, -0.169, 0.590]],
  "homo_lumo_gap_ha": [0.3026, 0.3027],
  "energy_ha": -642.12034,
  "e_lumo_ha": [-0.1284, -0.1283],
  "charge": 1,
  "multiplicity": 1
}

=====

- Number 7 is which compound?
  C6H17N2O3